# 1
The following is a DFT calculation (ωB97M-V/def2-TZVPD) of C16H27N4O4PRuS as an isolated structure.

CARTESIAN COORDINATES (ANGSTROEM)
Ru 0.2114 -0.2270 -0.1652
C -3.8984 -0.5943 1.3034
C -2.6050 -0.6366 0.5835
N -1.5939 0.1347 0.8319
N -1.7372 1.1188 1.7696
C -0.7588 1.9594 1.7414
N -0.6816 3.0059 2.5533
S 0.5201 1.8021 0.4982
C -2.3751 -1.5308 -0.5568
C -3.3114 -2.4108 -1.0504
C -3.0011 -3.1637 -2.1797
C -1.7674 -2.9979 -2.7797
C -0.8675 -2.0907 -2.2427
N -1.1609 -1.3832 -1.1468
H -3.8724 0.1286 2.1100
H -4.1256 -1.5840 1.7059
H -4.6972 -0.3299 0.6061
H -1.4045 3.1591 3.2403
H 0.0705 3.6711 2.4958
H -4.2743 -2.5018 -0.5688
H -3.7227 -3.8607 -2.5839
H -1.4884 -3.5548 -3.6625
H 0.1008 -1.9286 -2.6907
C 3.0767 2.7101 -2.8446
C 3.8881 1.4500 -3.0490
C 5.3666 1.6576 -2.8270
C 3.5775 0.7533 -4.3553
O 3.4852 0.5103 -1.9038
P 2.3123 -0.4431 -1.7491
O 2.0678 -0.7567 -0.2124
O 0.9107 0.1744 -2.0207
O 2.4585 -1.7389 -2.5625
C 3.4088 -2.9183 -2.3468
C 4.7643 -2.3831 -1.9394
C 2.7771 -3.7837 -1.2757
C 3.4358 -3.5932 -3.6993
H 3.3365 3.4258 -3.6250
H 3.3041 3.1632 -1.8801
H 2.0076 2.5077 -2.9133
H 5.7380 2.3619 -3.5717
H 5.9160 0.7234 -2.9358
H 5.5565 2.0717 -1.8382
H 3.9061 1.3914 -5.1756
H 2.5052 0.5850 -4.4789
H 4.1072 -0.1957 -4.4346
H 4.7179 -1.8258 -1.0020
H 5.1937 -1.7510 -2.7161
H 5.4347 -3.2284 -1.7830
H 2.9110 -3.3602 -0.2808
H 3.2470 -4.7671 -1.2933
H 1.7134 -3.9250 -1.4733
H 3.7633 -2.9015 -4.4741
H 2.4531 -3.9840 -3.9631
H 4.1365 -4.4271 -3.6658

Forces on atoms 1 to 3 (eV/Å):
0.1 -0.1 0.3
0.0 0.0 0.0
0.0 -0.1 0.0

charge: +2
Kohn-Sham gap: 6.52 eV

Atom charges from the Löwdin analysis, given in e for atoms 1 to 2: Ru 1.225; C 0.020

---

# 2
The following is a DFT calculation (ωB97M-V/def2-TZVPD) of one molecule with the formula C16H27N5.

CARTESIAN COORDINATES (ANGSTROEM)
C 5.0312 -2.6344 -2.5255
N 3.7140 -2.7081 -1.9352
C 2.6679 -2.5372 -2.9253
C 1.2951 -2.7278 -2.2822
N 1.1348 -1.7577 -1.2235
C -0.1578 -1.4584 -0.7704
C -1.2815 -2.1990 -1.1207
C -2.5366 -1.8187 -0.6777
C -2.7163 -0.7038 0.1252
C -1.5916 0.0732 0.4614
C -0.3418 -0.3158 0.0126
H 0.5184 0.2890 0.2536
N -1.8022 1.2005 1.2871
C -2.4804 2.3172 0.6446
C -2.9982 3.2739 1.7252
N -1.9590 3.7520 2.6194
C -1.1257 4.7917 2.0545
H -0.5451 4.4868 1.1730
H -1.7628 5.6290 1.7707
H -0.4306 5.1332 2.8212
C -1.2204 2.6234 3.1531
C -0.6810 1.6753 2.0718
H -0.1936 0.8200 2.5450
H 0.0655 2.2087 1.4584
H -0.3983 2.9969 3.7669
H -1.9070 2.0627 3.7952
H -3.4888 4.1319 1.2619
H -3.7332 2.7455 2.3410
H -3.3113 1.9372 0.0504
H -1.7933 2.8542 -0.0321
N -3.9857 -0.3183 0.5597
H -3.9568 0.1705 1.4444
H -4.6602 -1.0702 0.5511
H -3.3975 -2.4178 -0.9413
H -1.1921 -3.0904 -1.7209
C 2.1730 -1.9291 -0.2278
C 3.5389 -1.7318 -0.8770
H 4.3240 -1.8800 -0.1314
H 3.6114 -0.6989 -1.2645
H 2.0377 -1.2093 0.5789
H 2.1343 -2.9453 0.2009
H 0.5254 -2.5628 -3.0380
H 1.2210 -3.7622 -1.9069
H 2.8068 -3.2839 -3.7110
H 2.7106 -1.5327 -3.3851
H 5.1269 -3.4130 -3.2812
H 5.7779 -2.8066 -1.7514
H 5.2338 -1.6597 -2.9984

Forces on atoms 1 to 3 (eV/Å):
0.0 0.0 0.0
0.0 0.1 0.0
-0.2 -0.2 0.0

charge: 0
Kohn-Sham gap: 7.95 eV
relative energy (zero: lowest compared OMol25 entry of this formula, charge and spin): 0.000 eV
SMILES: CN1CCN(c2ccc(N)c(N3CCN(C)CC3)c2)CC1

Atom charges from the Löwdin analysis, given in e for atoms 1 to 2: C -0.107; N -0.234

---

# 3
The following is a DFT calculation (ωB97M-V/def2-TZVPD) of C16H28AsN4O4Ru as an isolated structure.

CARTESIAN COORDINATES (ANGSTROEM)
Ru 0.7079 -0.4757 -0.3515
N 0.2715 0.0714 -2.5029
C -0.3612 -1.0945 -3.1893
C -1.4632 -1.7210 -2.3202
C -1.2371 -3.1975 -1.9913
C 0.0479 -3.5035 -1.2308
N 0.2079 -2.6631 -0.0051
H -0.3915 0.8410 -2.4252
H 1.0608 0.4098 -3.0464
H 0.4403 -1.8086 -3.3813
H -0.7543 -0.7883 -4.1583
H -2.4370 -1.5987 -2.7930
H -1.5618 -1.1567 -1.3838
H -1.2032 -3.7824 -2.9132
H -2.0968 -3.5717 -1.4312
H 0.9281 -3.3293 -1.8507
H 0.0580 -4.5583 -0.9542
H 0.9282 -3.0738 0.5843
H -0.6485 -2.6568 0.5455
C 4.8698 -2.1802 -2.5796
C 3.6643 -1.7178 -1.9018
N 2.7169 -1.3594 -1.3607
H 5.0546 -3.2208 -2.3159
H 5.7179 -1.5713 -2.2693
H 4.7377 -2.0949 -3.6573
C 2.9966 -0.2725 2.7271
As 2.2472 0.8187 1.3233
C 1.3092 2.2203 2.2542
C 3.7834 1.6645 0.5112
H 3.6277 0.3670 3.3441
H 3.5967 -1.0747 2.3027
H 2.1965 -0.6890 3.3358
H 2.0404 2.7956 2.8205
H 0.5857 1.7717 2.9332
H 0.7960 2.8619 1.5419
H 4.1366 2.4435 1.1858
H 3.5253 2.1097 -0.4469
H 4.5649 0.9197 0.3751
O -0.7110 1.2164 -0.1907
C -1.3871 0.6506 0.7360
O -0.9475 -0.4729 1.1519
C -2.5959 1.2714 1.2783
C -3.5008 0.5258 2.0357
C -4.6408 1.1317 2.5361
C -4.8690 2.4829 2.3046
C -3.9481 3.1982 1.5613
C -2.8179 2.6222 1.0272
N -4.1772 4.6428 1.3210
O -5.1861 5.1253 1.7798
O -3.3435 5.2283 0.6593
H -3.3061 -0.5199 2.2312
H -5.3523 0.5593 3.1138
H -5.7435 2.9859 2.6923
H -2.1368 3.2175 0.4379

Forces on atoms 1 to 3 (eV/Å):
-0.2 -0.2 -0.1
-0.1 -0.1 -0.1
0.0 0.1 0.0

charge: +2
2S+1: 6
Kohn-Sham gap (spin up / spin down): 9.68 / 6.61 eV
relative energy (zero: lowest compared OMol25 entry of this formula, charge and spin): 0.000 eV

Atom charges from the Löwdin analysis, given in e for atoms 1 to 2: Ru 1.355; N -0.070

---

# 4
The following is a DFT calculation (ωB97M-V/def2-TZVPD) of C16H28BCl14F10NO4S2Sn as an isolated structure at a distorted geometry.

CARTESIAN COORDINATES (ANGSTROEM)
Sn -5.4143 6.5866 -7.4729
B -8.4495 7.5672 -6.1559
F -7.6822 7.7810 -5.0340
F -9.6602 8.2067 -5.9878
F -7.9286 8.0970 -7.3980
F -8.6190 6.1784 -6.3487
C -2.2479 4.5274 -5.4583
F -2.5852 5.8328 -5.5910
F -0.9520 4.4673 -5.6513
F -2.5652 4.0601 -4.2663
S -3.2006 3.4702 -6.7532
O -2.8566 3.9913 -8.0547
O -2.7741 2.1371 -6.4662
N -4.7806 3.9771 -6.4283
S -5.5106 2.7014 -5.9305
O -5.5896 1.6339 -6.9469
O -5.0897 2.2380 -4.6358
C -7.2918 3.2457 -5.7084
F -7.4045 4.1063 -4.6884
F -7.6815 3.8631 -6.8150
F -8.0388 2.1909 -5.4582
Cl -11.2110 4.2149 -10.1123
C -10.3067 3.3429 -8.8787
C -10.7440 3.7168 -7.4628
Cl -12.4722 3.4582 -7.1851
H -9.2346 3.4648 -9.0229
H -10.4773 2.2702 -8.9822
H -10.4284 4.7383 -7.2623
H -10.2274 3.0410 -6.7851
Cl 0.7270 3.1502 -2.5423
C -0.2329 1.7196 -3.0662
C -0.7853 1.0673 -1.8137
Cl -1.0948 -0.6992 -1.9773
H 0.4445 1.0570 -3.6015
H -1.0294 2.0041 -3.7526
H -1.6579 1.5205 -1.3551
H 0.0582 1.1672 -1.1312
Cl -5.4728 9.6515 -2.6717
C -4.2281 8.5066 -2.1141
C -3.7759 7.5511 -3.2205
Cl -4.9978 6.3428 -3.5231
H -4.6173 8.0120 -1.2280
H -3.3330 9.0434 -1.7972
H -2.8847 7.0462 -2.8483
H -3.5539 8.0908 -4.1374
Cl 2.0260 -0.6608 -5.8224
C 2.0382 0.6711 -7.0188
C 1.1720 1.8095 -6.6216
Cl 1.1794 3.0734 -7.9053
H 1.7584 0.1929 -7.9589
H 3.0742 0.9345 -7.2274
H 1.5873 2.3129 -5.7483
H 0.1424 1.5635 -6.3686
Cl -7.3126 -1.8055 -6.6908
C -7.4128 -1.9333 -8.4914
C -7.0066 -0.7065 -9.2713
Cl -8.2592 0.5628 -9.3449
H -8.4487 -2.1033 -8.7858
H -6.8038 -2.7922 -8.7583
H -6.6054 -0.9381 -10.2555
H -6.1946 -0.2146 -8.7303
Cl -0.7624 2.6319 -11.0569
C -0.8267 1.0752 -10.2032
C -2.1978 0.6743 -9.7541
Cl -3.3458 0.2826 -11.0613
H -0.1927 1.2293 -9.3271
H -0.2433 0.3244 -10.7360
H -2.5564 1.4247 -9.0517
H -2.0789 -0.2488 -9.1858
Cl -6.3184 4.1171 -9.4849
C -5.5159 3.2894 -10.8500
C -4.1908 3.9060 -11.2351
Cl -4.4117 5.6752 -11.4695
H -6.1664 3.3892 -11.7176
H -5.4492 2.2402 -10.5710
H -3.9140 3.4483 -12.1830
H -3.4052 3.7570 -10.4995

Forces on atoms 1 to 3 (eV/Å):
-1.3 -1.6 0.6
-2.4 0.3 0.4
1.4 0.0 -0.4

charge: 0
Kohn-Sham gap: 5.88 eV
relative energy (zero: lowest compared OMol25 entry of this formula, charge and spin): 0.000 eV

Atom charges from the Löwdin analysis, given in e for atoms 1 to 2: Sn 1.690; B -1.346

---

# 5
The following is a DFT calculation (ωB97M-V/def2-TZVPD) of C16H28Ba2NO8 as an isolated structure at a distorted geometry.

CARTESIAN COORDINATES (ANGSTROEM)
Ba -3.4315 -1.0834 0.2048
Ba -2.6614 1.6616 3.9042
C 0.2350 1.9599 0.8051
C -1.0869 1.1873 0.3944
O -1.3248 0.6754 -0.7499
O -2.0363 1.1853 1.2162
H 0.7117 2.3704 -0.0850
H 0.8973 1.1604 1.1373
H -0.0306 2.5983 1.6477
C 0.3369 0.2959 -5.6487
C 0.1496 0.6094 -4.3136
C 1.1071 0.2381 -3.3922
C 2.2341 -0.4142 -3.7538
C 2.3777 -0.7861 -5.1271
C 1.4918 -0.3246 -6.0554
N 3.2894 -0.8531 -2.8107
O 3.0008 -0.8173 -1.6145
O 4.4241 -1.1404 -3.1922
H -0.3985 0.4172 -6.4303
H -0.7341 1.1680 -4.0422
H 0.9772 0.5755 -2.3745
H 3.2224 -1.4037 -5.3945
H 1.4890 -0.7325 -7.0554
C -0.7691 4.2218 6.0471
O -0.4421 3.0686 5.2310
C 0.6666 3.0990 4.3572
C 1.1270 1.6537 4.3018
O 0.0013 0.7863 4.0671
C 0.4911 -0.4779 3.6647
H -0.6399 5.2052 5.5949
H -0.0095 4.1610 6.8264
H -1.7285 4.0738 6.5427
H 1.3871 3.8317 4.7206
H 0.1729 3.4778 3.4623
H 1.3779 1.4693 5.3464
H 2.0326 1.5478 3.7044
H 1.3038 -0.9423 4.2232
H 1.0860 -0.3150 2.7660
H -0.2114 -1.2497 3.3501
C -2.4633 -1.6967 -2.9968
O -2.9295 -2.5562 -1.9333
C -2.2304 -3.7568 -1.6967
C -0.8803 -3.5147 -0.9585
O -1.0129 -2.3011 -0.1835
C 0.2989 -1.9203 0.3505
H -1.3974 -1.5378 -2.8329
H -2.8143 -0.6650 -2.9728
H -2.7811 -2.2159 -3.9010
H -2.1253 -4.2907 -2.6411
H -2.8083 -4.3884 -1.0220
H -0.1369 -3.3625 -1.7411
H -0.5287 -4.3232 -0.3177
H 0.5565 -2.7814 0.9671
H 0.2165 -0.9976 0.9249
H 0.9503 -1.8500 -0.5206

Forces on atoms 1 to 3 (eV/Å):
1.4 0.1 -1.4
1.8 0.5 -0.1
-1.6 -2.1 -0.8

charge: +3
Kohn-Sham gap: 5.14 eV
relative energy (zero: lowest compared OMol25 entry of this formula, charge and spin): 1.408 eV

Atom charges from the Löwdin analysis, given in e for atoms 1 to 2: Ba 2.042; Ba 1.981

---

# 6
The following is a DFT calculation (ωB97M-V/def2-TZVPD) of a 5-piece molecular cluster, C16H28Br2N9O10S overall at a distorted geometry.

CARTESIAN COORDINATES (ANGSTROEM)
C -0.9133 -0.3365 5.0531
C -1.3109 -0.2773 3.9240
C -1.6447 -0.1528 2.4945
C -1.0701 -1.3118 1.6588
C -1.5918 -2.6274 2.3407
O -2.0551 -3.5853 1.3747
N -3.4112 -3.7841 1.5406
O -3.9053 -4.2179 0.5687
O -1.6812 -1.3413 0.3480
C -0.8394 -0.9339 -0.6527
O -1.0737 -1.0529 -1.8100
C 0.3491 -0.3367 0.0819
C 1.6182 0.0716 -0.6536
Br 2.1648 -1.3121 -1.9272
C 1.3584 1.3923 -1.4181
C 2.3462 1.6697 -2.5549
Br 1.4105 2.9126 -0.1862
C 0.4434 -1.2666 1.3023
S 1.5829 -0.6014 2.5635
C 0.8729 -2.7635 1.0279
O 0.5893 -3.2729 -0.0667
O 1.4537 -3.3555 1.9729
H -0.4086 -0.2576 5.9854
H -1.2866 0.8240 2.1610
H -2.7292 -0.1671 2.3812
H -2.4744 -2.3535 2.9207
H -0.8466 -3.0840 2.9886
H -0.0639 0.5938 0.4983
H 2.4617 0.2010 0.0192
H 0.3606 1.2905 -1.8471
H 2.0740 1.1349 -3.4623
H 3.3681 1.4413 -2.2558
H 2.2890 2.7324 -2.8046
H 2.7226 -1.2542 2.2804
C -1.7673 5.3948 1.8148
O -2.3936 4.4160 2.1790
N -0.4297 5.5170 2.0518
N -2.3448 6.4423 1.1442
H 0.1213 6.3024 1.7649
H 0.0146 4.7581 2.5361
H -3.3273 6.3821 0.9580
H -1.8395 7.2509 0.8381
C 4.0527 -5.4816 0.4069
O 4.9790 -6.2509 0.1558
N 3.8215 -4.9742 1.6464
N 3.1567 -5.0653 -0.5326
H 3.0550 -4.3429 1.8338
H 4.4386 -5.2533 2.3840
H 3.2704 -5.4108 -1.4652
H 2.3871 -4.4410 -0.3231
C 3.7305 0.2581 -6.7202
O 4.6177 -0.0670 -5.9567
N 3.8638 1.3077 -7.5959
N 2.5264 -0.3874 -6.7762
H 3.1466 1.5942 -8.2332
H 4.7333 1.8053 -7.5822
H 2.3881 -1.1585 -6.1485
H 1.7870 -0.1293 -7.4002
C -5.1360 1.9931 1.9746
O -4.2326 1.7073 2.7353
N -5.0515 3.0535 1.1146
N -6.3049 1.2769 1.9138
H -5.7763 3.3095 0.4730
H -4.1971 3.5899 1.1413
H -6.3917 0.4911 2.5300
H -7.0577 1.4943 1.2906

Forces on atoms 1 to 3 (eV/Å):
0.1 0.3 -0.1
0.2 0.1 -0.3
0.1 0.0 0.2

charge: -1
Kohn-Sham gap: 7.36 eV

Atom charges from the Löwdin analysis, given in e for atoms 1 to 2: C 0.105; C -0.153

---

# 7
The following is a DFT calculation (ωB97M-V/def2-TZVPD) of C16H28BrN4Ru as an isolated structure at a distorted geometry.

CARTESIAN COORDINATES (ANGSTROEM)
Ru -14.8836 -3.7928 -2.0259
C -15.8137 -6.4474 -3.6068
C -16.6494 -5.1564 -3.9059
N -15.8783 -3.8529 -3.8664
C -16.7196 -2.6263 -3.9617
C -17.3685 -2.2437 -2.6571
N -16.3120 -2.3529 -1.5919
C -16.8368 -2.2668 -0.1731
C -15.8130 -1.5931 0.7737
C -14.3816 -2.0801 0.6307
N -14.2434 -3.4071 -0.0041
C -14.8774 -4.5142 0.8138
C -14.9355 -5.8047 0.0707
N -15.7146 -5.6197 -1.1968
C -15.6300 -6.7811 -2.0724
H -14.8045 -6.4285 -4.0607
H -16.2404 -7.2762 -4.1456
H -17.5096 -5.1051 -3.1666
H -17.1211 -5.2606 -4.9067
H -15.1766 -3.8595 -4.6448
H -17.5121 -2.7148 -4.7011
H -16.0701 -1.8077 -4.2849
H -18.1735 -2.9297 -2.3917
H -17.8082 -1.2696 -2.7158
H -15.7539 -1.4762 -1.7653
H -17.1377 -3.2887 0.1094
H -17.8066 -1.7505 -0.2179
H -16.1615 -1.7039 1.8395
H -15.8198 -0.5245 0.4655
H -13.8043 -2.0089 1.5948
H -13.8035 -1.3634 -0.0050
H -13.2074 -3.5793 -0.0772
H -15.8837 -4.2399 1.1279
H -14.3191 -4.6711 1.7566
H -15.3687 -6.5823 0.7636
H -13.9450 -6.1214 -0.2777
H -16.6918 -5.4940 -0.9823
H -16.2513 -7.6236 -1.7180
H -14.5974 -7.1185 -1.9711
Br -9.1877 -0.8113 -3.7097
C -10.8525 -1.5734 -3.2363
C -10.8474 -2.8687 -2.7317
C -12.0037 -3.4942 -2.3594
C -13.2409 -2.8818 -2.5284
C -13.2531 -1.5496 -3.0498
C -12.0698 -0.8677 -3.3540
H -9.8772 -3.3278 -2.5765
H -11.9603 -4.4915 -1.8586
H -14.2456 -1.0215 -3.1034
H -12.1717 0.1709 -3.6766

Forces on atoms 1 to 3 (eV/Å):
-0.1 -0.1 1.0
0.5 1.0 0.7
-0.9 -0.8 -0.2

charge: +3
2S+1: 5
Kohn-Sham gap (spin up / spin down): 8.14 / 4.12 eV

Atom charges from the Löwdin analysis, given in e for atoms 1 to 2: Ru 1.414; C -0.121

---

# 8
The following is a DFT calculation (ωB97M-V/def2-TZVPD) of C16H28Cl8Mg2O8 as an isolated structure at a distorted geometry.

CARTESIAN COORDINATES (ANGSTROEM)
Mg 2.5968 1.8430 0.2462
Mg -0.8016 2.2278 -1.6786
C 0.8142 -1.1514 -0.2934
C 0.2711 0.1596 -0.7772
O 0.9664 1.2570 -0.7430
O -0.8368 0.2889 -1.3227
H 1.8067 -1.0293 0.1497
H 0.9165 -1.9128 -1.0615
H 0.2923 -1.5322 0.5841
C 1.9932 0.5662 3.8966
C 2.2212 1.0509 2.5003
O 1.6451 2.0396 1.9839
O 3.0350 0.4498 1.7015
H 2.8207 0.1075 4.4378
H 1.2300 -0.2101 3.9857
H 1.6291 1.3939 4.5054
C 0.0486 4.2110 -4.9062
C -0.1872 3.5085 -3.6064
O -1.2340 2.8147 -3.5062
O 0.5933 3.4766 -2.6152
H 0.5577 5.1614 -4.7179
H -0.8993 4.4620 -5.3723
H 0.7523 3.6995 -5.5613
C -1.0553 4.6535 2.0013
C -0.4985 4.2272 0.6770
O -0.9677 3.2399 -0.0006
O 0.3927 4.9418 0.1643
H -1.7757 5.4542 1.8450
H -0.3473 4.9965 2.7536
H -1.4713 3.7517 2.4639
Cl 2.0135 -4.5599 2.5150
C 1.9997 -3.0453 3.3993
C 1.5123 -3.1622 4.8017
Cl -0.2664 -3.4420 4.8543
H 1.5185 -2.2701 2.8018
H 3.0387 -2.7032 3.3803
H 1.6886 -2.2314 5.3361
H 1.8878 -4.0457 5.3089
Cl -4.6650 0.2827 1.6374
C -3.7500 0.7174 3.1296
C -2.6933 -0.3560 3.3889
Cl -1.2676 -0.1717 2.3459
H -4.5497 0.8245 3.8554
H -3.2220 1.6616 3.0111
H -3.1104 -1.3581 3.2874
H -2.3222 -0.4146 4.4132
Cl -1.3797 -3.8298 0.0188
C -2.7690 -3.4506 -1.0140
C -2.3734 -3.5775 -2.4602
Cl -1.1595 -2.4447 -3.1100
H -3.0428 -2.4236 -0.7732
H -3.5656 -4.1376 -0.7420
H -3.1744 -3.3943 -3.1730
H -1.9509 -4.5722 -2.5950
Cl 1.5865 -1.1994 -7.1547
C 1.8269 -0.8439 -5.4533
C 2.2086 -2.1608 -4.7268
Cl 4.0134 -2.3347 -4.8115
H 0.9431 -0.4076 -4.9850
H 2.5744 -0.0551 -5.4124
H 1.7931 -3.0651 -5.1492
H 2.1485 -1.9761 -3.6580

Forces on atoms 1 to 3 (eV/Å):
-2.0 -0.6 0.4
0.6 1.4 1.0
1.1 0.2 1.1

charge: 0
Kohn-Sham gap: 6.14 eV
relative energy (zero: lowest compared OMol25 entry of this formula, charge and spin): 3.289 eV

Atom charges from the Löwdin analysis, given in e for atoms 1 to 2: Mg 1.160; Mg 0.795

---

Question: Number 1 is which compound?
Answer: C16H27N4O4PRuS